Molecular formula: CH2FNO3S
Method: DFT, wB97M-V/def2-TZVPD

## Properties
* energy above the lowest of the compared OMol25 structures with the same formula, charge and spin: 32.9 kcal/mol
* strongest force on any atom: 0.037 hartree/bohr
* orbital gap: 11.1 eV
* LUMO energy: 0.351 eV

CARTESIAN COORDINATES (ANGSTROEM)
1 C 0.74 0.51 1.30
2 N 0.19 0.78 0.10
3 O 0.82 -0.62 1.74
4 O 0.59 -1.62 -1.01
5 O -0.87 0.16 -1.86
6 F -1.56 -1.13 0.04
7 S -0.21 -0.54 -0.63
8 H 1.09 1.40 1.84
9 H -0.80 1.06 -1.51


Molecular formula: CH2FNOS
Method: DFT, wB97M-V/def2-TZVPD

## Properties
* energy above the lowest of the compared OMol25 structures with the same formula, charge and spin: 193.8 kcal/mol
* strongest force on any atom: 0.067 hartree/bohr
* orbital gap: 8.0 eV
* LUMO energy: -2.345 eV
* structure (SMILES): C#S(=O)NF

CARTESIAN COORDINATES (ANGSTROEM)
1 C 0.91 1.79 0.21
2 N -0.93 -1.01 -0.27
3 O 1.40 -0.69 -0.08
4 F -1.73 -1.41 0.93
5 S 0.38 0.35 -0.17
6 H 0.25 2.69 -0.03
7 H -0.27 -1.72 -0.61


Molecular formula: CH2FNOS
Method: DFT, wB97M-V/def2-TZVPD

## Properties
* energy above the lowest of the compared OMol25 structures with the same formula, charge and spin: 41.2 kcal/mol
* strongest force on any atom: 0.061 hartree/bohr
* orbital gap: 9.1 eV
* LUMO energy: -0.742 eV
* structure (SMILES): [H]/N=C(\F)OS

CARTESIAN COORDINATES (ANGSTROEM)
1 C -0.13 0.45 0.30
2 N -0.24 1.26 1.25
3 O 1.10 -0.06 -0.12
4 F -1.18 -0.04 -0.49
5 S 1.42 -1.50 -1.21
6 H -1.06 1.75 1.56
7 H 0.10 -1.85 -1.29


Molecular formula: CH2FNOS
Method: DFT, wB97M-V/def2-TZVPD

## Properties
* energy above the lowest of the compared OMol25 structures with the same formula, charge and spin: 23.7 kcal/mol
* strongest force on any atom: 0.088 hartree/bohr
* orbital gap: 9.9 eV
* LUMO energy: -0.141 eV

CARTESIAN COORDINATES (ANGSTROEM)
1 C -0.67 -0.14 0.21
2 N 0.46 0.50 0.18
3 O -1.11 -1.08 -0.31
4 F -1.85 0.77 1.02
5 S 1.74 -0.21 -0.74
6 H 0.47 1.32 0.74
7 H 0.96 -1.16 -1.10